This record from the Open Molecules 2025 dataset describes C28H36N7Y as an isolated structure at a distorted geometry. The level of theory is ωB97M-V/def2-TZVPD.

Geometry as ORCA input:
```
! RIJCOSX wB97M-V def2-TZVPD def2/J DEFGRID3
* xyz 2 1
Y 0.27 -0.45 0.29
C 0.56 0.89 -3.30
C 1.13 -0.52 -3.28
N 0.58 -1.33 -2.16
C 1.23 -2.65 -2.06
C 2.59 -2.57 -1.38
N 2.55 -1.69 -0.18
C 3.56 -2.13 0.81
C 3.58 -1.28 2.07
C 3.60 0.22 1.82
N 2.24 0.77 1.63
C 2.26 2.18 1.21
C 2.36 2.29 -0.30
N 1.19 1.68 -0.97
C 1.32 1.88 -2.44
H -0.50 0.86 -3.02
H 0.61 1.26 -4.33
H 2.22 -0.48 -3.18
H 0.92 -1.03 -4.22
H -0.38 -1.50 -2.42
H 1.35 -3.11 -3.05
H 0.57 -3.29 -1.47
H 3.36 -2.24 -2.07
H 2.85 -3.58 -1.07
H 2.88 -0.78 -0.51
H 4.55 -2.12 0.35
H 3.34 -3.17 1.08
H 4.46 -1.57 2.64
H 2.71 -1.52 2.70
H 4.20 0.45 0.93
H 4.08 0.72 2.66
H 1.82 0.76 2.56
H 3.10 2.71 1.66
H 1.34 2.66 1.55
H 3.26 1.78 -0.65
H 2.46 3.34 -0.58
H 0.38 2.21 -0.68
H 2.38 1.79 -2.69
H 1.02 2.90 -2.70
C -3.15 -3.29 -1.71
C -2.18 -2.91 -0.78
N -1.84 -1.65 -0.55
C -2.51 -0.67 -1.25
C -3.45 -0.97 -2.26
C -3.76 -2.33 -2.48
C -4.02 0.08 -3.00
C -3.67 1.38 -2.73
C -2.78 1.68 -1.69
C -2.22 0.69 -0.91
N -1.40 0.88 0.21
C -2.00 1.35 1.38
C -3.10 2.18 1.44
C -3.63 2.63 2.66
C -3.07 2.26 3.85
C -1.98 1.36 3.85
C -1.41 0.88 5.05
C -0.43 -0.08 4.99
C -0.01 -0.54 3.75
N -0.47 -0.07 2.60
C -1.45 0.89 2.62
H -3.39 -4.34 -1.83
H -1.66 -3.66 -0.21
H -4.48 -2.60 -3.24
H -4.73 -0.14 -3.78
H -4.09 2.19 -3.31
H -2.53 2.72 -1.48
H -3.58 2.49 0.52
H -4.48 3.29 2.65
H -3.47 2.61 4.79
H -1.77 1.25 6.00
H 0.00 -0.50 5.89
H 0.73 -1.33 3.69
*
```

ΔE to the lowest compared entry with this formula, charge and spin, kJ/mol: 45.48
HOMO-LUMO gap, Ha: 0.2683
Highest occupied orbital energy, eV: -12.79

---

This record from the Open Molecules 2025 dataset describes a 4-piece molecular cluster, C28H37BF4N5O11P overall at a distorted geometry. The level of theory is ωB97M-V/def2-TZVPD.

Geometry as ORCA input:
```
! RIJCOSX wB97M-V def2-TZVPD def2/J DEFGRID3
* xyz 0 1
C -6.20 1.83 -2.62
C -4.71 1.60 -2.84
O -4.32 0.28 -2.44
B -3.68 0.17 -1.22
O -4.17 0.78 -0.10
C -2.39 -0.76 -1.16
C -1.73 -0.97 -2.52
C -1.39 0.27 -3.35
O -1.50 -0.45 -0.06
C -0.85 0.77 -0.13
C 0.69 0.63 -0.16
C 1.21 -0.59 -0.91
C -1.18 1.64 1.13
N -2.25 2.61 0.77
F -3.15 2.85 1.83
P -1.80 4.11 0.11
N -2.85 4.58 -0.92
O -1.58 5.11 1.33
O -0.33 3.87 -0.47
C -1.51 0.84 2.38
F -1.48 1.66 3.47
F -2.72 0.24 2.35
F -0.57 -0.12 2.58
H -6.66 0.85 -2.51
H -6.39 2.41 -1.72
H -6.65 2.29 -3.49
H -4.11 2.36 -2.34
H -4.52 1.65 -3.91
H -4.26 1.74 -0.18
H -2.80 -1.74 -0.89
H -2.43 -1.57 -3.09
H -0.87 -1.62 -2.37
H -0.32 0.38 -3.48
H -1.81 0.18 -4.35
H -1.76 1.20 -2.94
H -1.13 1.39 -0.98
H 1.00 0.50 0.88
H 1.15 1.54 -0.51
H 1.07 -0.42 -1.98
H 2.28 -0.67 -0.77
H 0.71 -1.50 -0.63
H -0.28 2.20 1.37
H -2.45 4.70 -1.84
H -2.46 5.36 1.64
H -0.03 4.72 -0.81
O 4.03 -1.63 -1.44
N 4.33 -0.80 -2.27
O 4.23 0.40 -2.11
C 4.84 -1.28 -3.56
C 4.92 -2.64 -3.79
C 5.38 -3.08 -5.02
C 5.75 -2.17 -5.99
C 5.67 -0.81 -5.74
C 5.21 -0.35 -4.52
H 4.63 -3.34 -3.02
H 5.44 -4.15 -5.21
H 6.11 -2.52 -6.95
H 5.96 -0.10 -6.51
H 5.14 0.71 -4.32
O 1.02 -7.82 0.42
N -0.07 -7.48 0.01
O -0.68 -8.04 -0.88
C -0.70 -6.31 0.64
C -0.02 -5.64 1.64
C -0.61 -4.53 2.22
C -1.86 -4.11 1.80
C -2.54 -4.80 0.80
C -1.96 -5.92 0.22
H 0.95 -5.97 1.96
H -0.09 -3.98 2.99
H -2.32 -3.23 2.24
H -3.52 -4.47 0.48
H -2.47 -6.46 -0.56
O 5.06 2.61 7.59
N 4.06 2.00 7.29
O 3.83 0.85 7.60
C 3.04 2.71 6.50
C 3.29 4.01 6.10
C 2.33 4.67 5.34
C 1.16 4.02 4.98
C 0.93 2.71 5.40
C 1.87 2.05 6.16
H 4.20 4.51 6.38
H 2.51 5.68 5.01
H 0.42 4.53 4.38
H 0.01 2.22 5.13
H 1.70 1.04 6.49
*
```

HOMO-LUMO gap, Ha: 0.3261
Highest occupied orbital energy, eV: -9.53
Structure (SMILES): CCOB(O)[C@@H](CC)O[C@H](CC)[C@@H](N(F)P(=N)(O)O)C(F)(F)F.O=[N+]([O-])c1ccccc1.O=[N+]([O-])c1ccccc1.O=[N+]([O-])c1ccccc1

---

This record from the Open Molecules 2025 dataset describes C28H37BF5N2PdSi2 as an isolated structure. The level of theory is ωB97M-V/def2-TZVPD.

Geometry as ORCA input:
```
! RIJCOSX wB97M-V def2-TZVPD def2/J DEFGRID3
* xyz -1 1
Pd -0.56 0.46 -0.09
C -1.97 -0.92 0.25
Si -2.01 -1.99 -1.26
C -1.83 -0.68 -2.61
N -0.74 0.25 -2.22
C 0.60 -0.25 -2.70
C 1.13 0.50 -3.92
C 0.02 0.77 -4.93
C -1.08 1.64 -4.29
C -0.99 1.61 -2.76
C -3.63 -2.92 -1.55
C -4.81 -2.19 -1.73
C -6.03 -2.83 -1.91
C -6.10 -4.22 -1.91
C -4.94 -4.96 -1.73
C -3.72 -4.31 -1.55
C -0.59 -3.21 -1.31
C -0.39 -4.05 -2.41
C 0.70 -4.90 -2.47
C 1.63 -4.92 -1.43
C 1.44 -4.09 -0.33
C 0.34 -3.25 -0.27
H -1.76 -1.44 1.18
H -2.93 -0.41 0.39
H -2.77 -0.11 -2.60
H -1.70 -1.03 -3.64
H 0.48 -1.31 -2.93
H 1.32 -0.17 -1.89
H 1.93 -0.09 -4.37
H 1.58 1.44 -3.60
H -0.41 -0.19 -5.27
H 0.42 1.25 -5.82
H -2.07 1.32 -4.63
H -0.96 2.68 -4.60
H -1.92 1.97 -2.31
H -0.20 2.26 -2.41
H -4.79 -1.11 -1.72
H -6.93 -2.24 -2.04
H -7.05 -4.72 -2.04
H -4.98 -6.04 -1.72
H -2.83 -4.90 -1.40
H -1.10 -4.04 -3.23
H 0.84 -5.55 -3.33
H 2.49 -5.58 -1.48
H 2.16 -4.09 0.48
H 0.23 -2.59 0.58
C -3.01 2.17 1.57
Si -1.28 2.16 2.31
C -1.56 2.48 4.16
C -0.37 3.66 1.64
N -0.44 0.71 1.92
C 0.32 -0.12 2.69
C 0.04 -0.42 4.04
C 0.83 -1.27 4.80
C 1.94 -1.90 4.26
C 2.25 -1.65 2.93
C 1.47 -0.79 2.19
F 1.85 -0.57 0.91
H -3.51 3.11 1.85
H -3.62 1.35 1.94
H -2.99 2.11 0.48
H -2.09 3.43 4.24
H -0.62 2.57 4.72
H -2.17 1.71 4.64
H -0.85 4.59 1.98
H -0.35 3.67 0.55
H 0.67 3.68 1.97
H -0.83 0.02 4.48
H 0.55 -1.45 5.83
H 2.55 -2.57 4.85
H 3.11 -2.09 2.44
F 1.14 3.86 -1.66
B 2.00 2.96 -1.02
F 2.93 2.44 -1.93
F 2.63 3.54 0.07
F 1.19 1.84 -0.55
*
```

ΔE to the lowest compared entry with this formula, charge and spin, kJ/mol: 0.00
HOMO-LUMO gap, Ha: 0.2514
Highest occupied orbital energy, eV: -4.41

---

Question: Which formula does entry 1 have?
Answer: C28H36N7Y